Below is a cluster of 13 separate species, C52H80N8O10S5 in total at a distorted geometry, with properties calculated with ωB97M-V/def2-TZVPD.

Output
- HOMO-LUMO gap: 7.9 eV
- Lowest unoccupied orbital energy: 0.123 eV
- ΔE to the lowest compared entry with this formula, charge and spin: 0.0000 eV

Each line ends with the Löwdin charge.
Geometry (Å):
C 6.203 -14.140 18.271  -0.272
C 5.789 -15.118 17.223  -0.237
C 6.858 -15.223 16.085  -0.166
S 8.436 -14.533 16.858  0.732
O 8.768 -13.159 16.428  -0.351
O 9.428 -15.600 16.847  -0.354
C 7.655 -14.420 18.552  -0.220
H 5.593 -14.188 19.174  0.126
H 6.180 -13.142 17.834  0.116
H 4.765 -14.900 16.919  0.115
H 5.773 -16.065 17.763  0.111
H 6.520 -14.535 15.310  0.094
H 7.070 -16.224 15.708  0.096
H 8.175 -13.628 19.093  0.103
H 7.690 -15.373 19.081  0.106
C 9.725 -4.730 18.096  -0.244
C 8.811 -5.881 18.587  -0.199
C 7.455 -5.717 17.809  -0.197
S 7.291 -3.904 17.481  0.679
O 6.199 -3.429 18.314  -0.346
O 7.254 -3.663 16.071  -0.322
C 8.956 -3.441 18.181  -0.219
H 10.034 -4.846 17.058  0.117
H 10.656 -4.588 18.644  0.115
H 8.666 -5.857 19.667  0.111
H 9.336 -6.798 18.321  0.108
H 6.606 -6.229 18.261  0.100
H 7.709 -6.203 16.868  0.092
H 8.768 -3.164 19.219  0.101
H 9.185 -2.507 17.668  0.104
C 13.213 -23.924 13.243  -0.234
C 13.888 -22.724 13.891  -0.240
C 12.998 -21.544 13.553  -0.190
S 11.228 -22.208 13.880  0.719
O 10.498 -21.763 12.728  -0.344
O 10.750 -21.950 15.268  -0.360
C 11.754 -23.964 13.739  -0.208
H 13.759 -24.830 13.506  0.112
H 13.368 -23.894 12.164  0.116
H 14.854 -22.560 13.412  0.113
H 14.078 -22.892 14.951  0.120
H 13.005 -21.306 12.490  0.097
H 12.989 -20.592 14.082  0.097
H 11.025 -24.493 13.124  0.101
H 11.768 -24.363 14.753  0.099
C 2.821 -24.364 19.098  -0.225
C 2.540 -24.606 20.587  -0.213
C 3.846 -25.161 21.173  -0.208
S 5.277 -24.428 20.191  0.724
O 5.980 -25.495 19.465  -0.352
O 5.998 -23.381 20.929  -0.361
C 4.157 -23.615 18.960  -0.211
H 1.984 -23.817 18.665  0.112
H 2.862 -25.343 18.621  0.115
H 1.789 -25.339 20.885  0.118
H 2.394 -23.640 21.071  0.114
H 3.986 -26.205 20.892  0.092
H 4.113 -24.974 22.213  0.098
H 4.729 -23.573 18.033  0.102
H 4.000 -22.582 19.271  0.097
C 6.044 -11.283 4.598  -0.248
C 5.222 -10.367 5.482  -0.239
C 4.612 -11.043 6.707  -0.187
S 5.432 -12.726 6.744  0.717
O 4.549 -13.738 6.181  -0.345
O 6.052 -12.948 8.053  -0.362
C 6.768 -12.231 5.489  -0.204
H 6.799 -10.790 3.985  0.120
H 5.298 -11.714 3.930  0.121
H 4.392 -9.903 4.950  0.112
H 5.778 -9.507 5.854  0.114
H 3.555 -11.305 6.728  0.101
H 5.038 -10.717 7.656  0.091
H 7.177 -13.090 4.957  0.105
H 7.544 -11.791 6.115  0.103
N 15.167 -7.007 13.293  -0.018
C 16.341 -6.282 13.360  -0.094
C 17.012 -6.967 14.372  -0.157
C 16.335 -8.056 14.833  -0.135
C 15.170 -8.089 14.137  -0.139
H 14.457 -6.850 12.592  0.143
H 16.483 -5.396 12.759  0.103
H 18.004 -6.722 14.722  0.090
H 16.757 -8.735 15.559  0.101
H 14.351 -8.792 14.152  0.106
N 9.658 -8.864 10.052  -0.016
C 8.698 -8.439 10.957  -0.117
C 8.309 -7.162 10.520  -0.099
C 9.110 -6.859 9.365  -0.131
C 9.991 -7.875 9.165  -0.156
H 10.134 -9.745 10.182  0.142
H 8.362 -9.065 11.770  0.101
H 7.585 -6.502 10.975  0.084
H 9.181 -5.885 8.904  0.088
H 10.817 -7.950 8.474  0.105
N 5.297 -18.365 24.060  0.017
C 6.086 -17.282 24.325  -0.171
C 5.401 -16.245 24.864  -0.100
C 4.104 -16.758 24.981  -0.138
C 4.040 -17.994 24.422  -0.161
H 5.582 -19.155 23.500  0.151
H 7.120 -17.386 24.031  0.107
H 5.764 -15.285 25.200  0.097
H 3.231 -16.335 25.457  0.093
H 3.217 -18.672 24.248  0.106
N 12.789 -19.323 21.284  0.037
C 13.447 -18.197 21.664  -0.168
C 13.971 -18.212 22.984  -0.091
C 13.494 -19.424 23.453  -0.146
C 12.990 -20.125 22.384  -0.168
H 12.424 -19.571 20.376  0.155
H 13.478 -17.400 20.935  0.097
H 14.478 -17.434 23.535  0.090
H 13.584 -19.792 24.464  0.094
H 12.648 -21.149 22.411  0.100
N -3.075 -19.498 18.718  0.019
C -1.742 -19.044 18.574  -0.144
C -1.235 -18.477 19.736  -0.095
C -2.355 -18.512 20.625  -0.123
C -3.414 -19.085 19.970  -0.179
H -3.729 -19.905 18.065  0.145
H -1.286 -19.240 17.615  0.092
H -0.285 -17.978 19.860  0.090
H -2.339 -18.163 21.647  0.089
H -4.376 -19.405 20.342  0.105
N 13.886 -14.441 8.793  0.025
C 13.982 -15.246 7.752  -0.193
C 12.952 -16.118 7.755  -0.130
C 12.170 -15.888 8.892  -0.113
C 12.835 -14.948 9.547  -0.160
H 14.456 -13.620 8.942  0.153
H 14.715 -15.068 6.979  0.113
H 12.771 -16.819 6.955  0.094
H 11.302 -16.481 9.138  0.105
H 12.604 -14.590 10.540  0.106
N -0.040 -10.925 21.754  -0.010
C 1.105 -10.510 21.149  -0.129
C 1.915 -9.987 22.207  -0.126
C 1.290 -10.159 23.464  -0.114
C 0.109 -10.821 23.166  -0.125
H -0.839 -11.278 21.248  0.141
H 1.160 -10.552 20.071  0.099
H 2.919 -9.626 22.035  0.077
H 1.751 -9.897 24.405  0.092
H -0.619 -11.174 23.881  0.094
N -3.062 -13.270 15.800  -0.006
C -2.790 -12.235 14.955  -0.149
C -3.912 -11.421 14.882  -0.126
C -4.919 -11.995 15.663  -0.106
C -4.360 -13.161 16.202  -0.146
H -2.535 -14.123 15.921  0.148
H -1.814 -12.114 14.510  0.102
H -3.870 -10.482 14.350  0.091
H -5.916 -11.612 15.825  0.089
H -4.719 -13.905 16.897  0.102